A cluster of 8 separate species, C12H40N12O8 in total at a distorted geometry. Source: OMol25; level of theory: ωB97M-V/def2-TZVPD.

Properties
- energy (eV) = -47356.6792
- structure (SMILES) = NC(N)=O.NC(N)=O.NC(N)=O.NC(N)=O.NC(N)=O.NC(N)=O.CC(C)O.CC(C)O
- energy relative to the best compared isomer or geometry (same formula, charge and spin) (kJ/mol) = 362.5
- frontier orbital gap (eV) = 8.90
- largest force on an atom (eV Å⁻¹) = 6.3

Geometry as ORCA input:
```
! RIJCOSX wB97M-V def2-TZVPD def2/J DEFGRID3
* xyz 0 1
N -0.9261 4.2725 -2.3581
C -0.3777 3.4902 -3.2380
N -0.5287 2.2139 -2.8671
O 0.3147 4.0014 -4.1450
H -0.9225 5.1782 -2.8050
H -1.6626 3.7610 -1.8933
H -0.1140 1.4972 -3.4454
H -1.0800 2.0162 -2.0443
N 0.3743 -2.6735 -4.2492
C -0.8797 -2.3637 -4.2544
N -1.1599 -1.3202 -3.5764
O -1.7177 -3.1509 -4.7310
H 0.9287 -1.8761 -3.9719
H 0.7576 -3.4164 -4.8160
H -0.4103 -0.8798 -3.0624
H -2.1246 -1.0409 -3.4695
N 0.9701 -1.8482 2.8256
C 0.1897 -1.0147 3.4545
N -0.9268 -1.1551 2.8218
O 0.5932 -0.2192 4.2848
H 0.5925 -2.5554 2.2112
H 1.9652 -1.6782 2.8548
H -0.8213 -1.7081 1.9832
H -1.7071 -0.5654 3.0736
N -0.5851 -4.7848 -0.7603
C -1.0469 -4.0246 0.2248
N -1.9306 -4.7939 0.7911
O -0.6455 -2.9470 0.5672
H -1.1526 -5.5678 -1.0519
H 0.1803 -4.3653 -1.2685
H -2.4311 -4.4216 1.5855
H -2.2513 -5.6265 0.3177
N 5.6195 -1.8648 1.8481
C 4.6354 -1.1337 2.2626
N 5.0957 -0.4273 3.2422
O 3.5647 -1.0279 1.7041
H 5.5547 -2.2810 0.9302
H 6.5392 -1.8115 2.2621
H 4.7162 0.3374 3.7820
H 6.0182 -0.7713 3.4676
N 1.5140 -0.8210 -0.1037
C 1.6718 -0.2079 -1.2367
N 2.3088 0.9153 -1.1309
O 1.1929 -0.5782 -2.3077
H 0.6629 -1.3606 -0.1708
H 2.1316 -0.7263 0.6899
H 2.1825 1.3941 -0.2507
H 2.3634 1.5193 -1.9386
C -3.5012 0.7511 -2.2413
C -3.0378 0.9989 -0.7956
C -1.8803 0.0541 -0.4511
O -2.5459 2.3263 -0.8057
H -2.7455 1.0631 -2.9623
H -4.4226 1.2682 -2.5093
H -3.6512 -0.3048 -2.4664
H -3.8800 0.9083 -0.1096
H -1.3823 0.2546 0.4975
H -1.1432 0.2604 -1.2272
H -2.0136 -1.0170 -0.2997
H -2.1538 2.4137 0.0662
C 0.5678 2.9863 1.5506
C -0.5478 2.6873 2.5113
C -0.7173 3.7319 3.6812
O -1.7783 2.4383 1.9371
H 0.4522 3.9964 1.1577
H 0.5755 2.3212 0.6871
H 1.4517 3.0114 2.1879
H -0.2187 1.7948 3.0434
H -1.3134 3.5732 4.5799
H -1.2234 4.6461 3.3710
H 0.2818 4.0754 3.9491
H -2.4087 2.1729 2.6107
*
```